Record 1
Molecular formula: C13H40Fe2O21P2Pd
Method: DFT, wB97M-V/def2-TZVPD

HOMO level (spin up / spin down): -8.66 / -7.79 eV
spin multiplicity: 11
energy: -147959.3863 eV
net charge: 0

Each line ends with the Mulliken spin population.
Atoms and positions in Å:
Fe 3.1371 -0.8734 -0.3922  3.821
Fe 1.9892 2.0173 -2.1135  4.065
Pd -1.4436 0.1377 -2.3777  1.064
P 0.4396 0.6423 -0.4609  0.095
O 1.3802 -0.3836 0.2034  -0.061
O 0.9505 2.0749 -0.3544  -0.029
O -1.0706 0.3609 -0.3683  0.136
O 0.5574 0.6980 -1.9700  0.201
P 4.1589 0.4941 -2.4007  -0.036
O 3.7306 -0.9858 -2.1929  0.116
O 3.4221 1.0356 -1.1429  0.297
O 3.3261 1.2981 -3.3907  0.158
O 5.5764 0.9885 -2.0728  0.061
C -3.6598 2.4314 -0.0958  -0.003
C -3.9579 2.1828 -1.5861  0.005
O -2.6674 1.9406 -2.2849  0.032
O -3.2662 1.2069 0.6149  0.001
H -4.5796 2.8165 0.3445  0.000
H -2.8507 3.1506 0.0315  0.001
H -4.4275 3.0782 -1.9934  0.002
H -4.6694 1.3819 -1.7872  0.002
H -2.3950 2.8170 -2.5664  0.003
H -2.3876 0.9923 0.2928  -0.010
C 2.2416 -5.0293 -0.7023  0.000
C 2.0843 -3.7268 0.1037  -0.002
O 3.3056 -2.9147 0.0487  0.011
O 2.2908 -4.7101 -2.0594  0.000
H 1.4375 -5.7402 -0.5124  0.000
H 3.1689 -5.5501 -0.4637  0.000
H 1.7665 -4.0007 1.1097  0.005
H 1.2720 -3.1719 -0.3657  0.002
H 4.0130 -3.4629 0.3962  -0.001
H 3.0493 -4.1791 -2.3130  -0.001
C 0.0092 -1.8117 2.7723  -0.004
C -1.5122 -1.5980 2.6376  -0.002
O -1.9239 -1.6520 1.2903  -0.001
O 0.6249 -0.5880 2.6539  0.004
H 0.4659 -2.4592 2.0238  0.003
H 0.1662 -2.1809 3.7857  0.000
H -1.7665 -0.6388 3.0886  0.000
H -2.0671 -2.3626 3.1811  0.000
H -1.5304 -0.8930 0.8537  -0.008
H 0.9617 -0.4566 1.7646  0.025
C -5.4208 -2.3588 -2.1563  0.001
C -4.9019 -1.8325 -0.7813  -0.001
O -3.5753 -1.3687 -1.0078  -0.002
O -5.5868 -1.2911 -3.0971  0.001
H -6.3729 -2.8674 -2.0050  0.000
H -4.6704 -3.0318 -2.5710  0.000
H -4.9805 -2.6069 -0.0183  0.000
H -5.6059 -1.0263 -0.5749  0.000
H -3.1871 -1.3051 -0.1321  0.003
H -6.3093 -0.7115 -2.8448  0.000
C 5.1718 2.4786 3.0161  0.000
C 3.7325 2.2291 2.5394  0.001
O 3.5354 2.4935 1.2320  -0.003
O 6.1701 1.7406 2.2203  -0.001
H 5.3310 2.2037 4.0588  0.000
H 5.4825 3.5227 2.9794  0.000
H 3.1112 2.8558 3.1792  0.000
H 3.4333 1.1927 2.6961  0.001
H 2.6108 2.6222 1.0078  0.009
H 7.0804 1.9738 2.4167  0.000
C -0.2564 3.7963 2.1504  -0.001
C 0.1646 4.9408 1.2711  0.001
O 0.3329 4.6188 -0.1040  -0.004
O 0.7193 2.8358 2.0813  0.003
H -1.1797 3.3311 1.8052  -0.001
H -0.3580 4.0555 3.2042  0.000
H 1.1307 5.3227 1.6013  0.000
H -0.6413 5.6643 1.3941  0.000
H 0.5423 3.6832 -0.1515  0.011
H 0.6251 2.3864 1.2382  -0.003
C -1.1647 -3.2575 -2.6428  0.006
O -0.7081 -1.9237 -2.5933  0.027
H -2.0725 -3.2650 -2.0395  0.000
H -1.2568 -3.7228 -3.6242  0.001
H -0.4718 -3.8702 -2.0659  0.001
H 0.1966 -1.8847 -2.9119  0.003

=====

Record 2
Molecular formula: C13H40O7
Method: DFT, wB97M-V/def2-TZVPD

HOMO level (spin up / spin down): 0.40 / -5.45 eV
spin multiplicity: 2
energy: -28459.0043 eV
net charge: -1

Each line ends with the natural charge from an NBO analysis.
Atoms and positions in Å:
O 0.5040 0.4633 -0.1342  -0.810
H 0.5647 0.2516 -1.0686  0.551
H -0.3023 0.1188 0.2566  0.553
H 0.5861 1.4016 0.0516  0.539
C -3.2354 0.8137 1.3337  -0.626
C -2.9220 -0.6669 1.0136  0.119
C -3.7284 -1.1854 -0.1269  -0.629
O -1.5499 -0.9031 0.9309  -1.017
H -2.8089 1.1438 2.2809  0.193
H -4.3236 0.8401 1.3907  0.186
H -2.8203 1.4821 0.5794  0.187
H -3.3131 -1.1077 1.9306  0.109
H -3.7690 -2.2739 -0.0875  0.199
H -3.3095 -0.8766 -1.0847  0.197
H -4.7913 -0.9446 -0.1089  0.192
C 0.5351 1.2810 5.0466  -0.620
C -0.4646 0.5851 4.1814  -0.062
O 0.2422 0.0645 3.0766  -0.768
H 0.1224 1.5978 6.0045  0.196
H 0.9036 2.1637 4.5240  0.201
H 1.4131 0.6889 5.3048  0.210
H -1.1549 1.3073 3.7455  0.158
H -0.9669 -0.2264 4.7081  0.155
H -0.3450 -0.4178 2.4900  0.515
C 2.1803 4.6300 1.4954  -0.716
C 1.5568 3.2246 1.4719  -0.115
O 0.8123 3.0676 0.3312  -0.821
H 1.4106 5.3775 1.3037  0.191
H 2.8685 4.7707 0.6619  0.215
H 2.6412 4.9551 2.4281  0.206
H 0.9108 2.9235 2.2967  0.169
H 2.3741 2.5065 1.4050  0.182
H 0.2868 3.8525 0.1596  0.455
C 3.9403 -3.2987 -1.9165  -0.635
C 3.0489 -2.0426 -1.8867  -0.084
O 2.4745 -1.8737 -0.6572  -0.747
H 4.7435 -3.0872 -1.2106  0.203
H 4.4232 -3.4508 -2.8818  0.193
H 3.3975 -4.2147 -1.6830  0.200
H 2.2844 -2.1175 -2.6600  0.142
H 3.5916 -1.1235 -2.1077  0.159
H 1.6612 -2.3817 -0.6127  0.501
C -1.4259 1.9976 -2.3144  -0.702
C -0.1634 1.8128 -3.2054  -0.383
O 0.6261 0.7335 -2.7294  -0.873
H -2.1570 2.5195 -2.9318  0.209
H -1.1943 2.5853 -1.4261  0.195
H -2.0096 1.1330 -1.9984  0.217
H 0.3994 2.7409 -3.3054  0.141
H -0.4850 1.5026 -4.1996  0.150
H 1.4632 0.7437 -3.1993  0.431
C -0.2300 -4.4697 -2.3538  -0.620
C -0.8921 -3.2125 -1.9151  -0.070
O -0.1559 -2.8469 -0.7648  -0.792
H 0.7834 -4.2612 -2.6968  0.202
H -0.7425 -4.9941 -3.1604  0.196
H -0.1065 -5.1835 -1.5394  0.210
H -1.9076 -3.4375 -1.5892  0.166
H -0.8144 -2.4162 -2.6554  0.171
H -0.6604 -2.2656 -0.1912  0.528